1.
The following is a quantum chemistry calculation of a molecular structure, C32H24BBr2F6N4PS2Tl, from the OMol25 dataset.

Structure (XYZ):
```
73
Properties=species:S:1:pos:R:3:mulliken_charge:R:1
Tl 1.99 0.35 0.31 1.64
C 2.93 2.17 5.11 -0.76
S 3.03 0.39 4.89 0.01
C 3.24 0.18 3.16 0.38
S 3.20 1.58 2.10 -0.39
N 3.40 -1.05 2.81 -1.13
N 3.49 -1.22 1.44 0.70
C 4.38 -2.02 1.01 -1.06
C 4.66 -2.12 -0.43 1.11
C 5.42 -3.17 -0.91 -0.85
C 5.72 -3.21 -2.26 -0.32
C 5.26 -2.18 -3.07 -0.71
C 4.51 -1.16 -2.49 -0.22
N 4.21 -1.13 -1.20 -0.16
H 2.81 2.31 6.18 0.36
H 3.85 2.66 4.79 0.32
H 2.07 2.59 4.59 0.16
H 4.99 -2.57 1.72 0.43
H 5.77 -3.95 -0.24 0.42
H 6.31 -4.02 -2.68 0.44
H 5.48 -2.15 -4.13 0.40
H 4.13 -0.35 -3.10 0.48
C -0.69 -3.87 3.37 -1.48
C -0.66 -2.38 3.22 0.24
C -1.44 -1.53 3.99 -0.56
C -1.36 -0.16 3.82 -0.83
C -0.49 0.33 2.86 -0.23
Br -0.31 2.19 2.65 -0.03
N 0.25 -0.45 2.10 0.51
C 0.17 -1.78 2.28 -0.08
H -1.28 -4.16 4.24 0.40
H 0.32 -4.27 3.51 0.35
H -1.12 -4.35 2.49 0.32
H -2.11 -1.94 4.74 0.41
H -1.95 0.53 4.42 0.58
H 0.80 -2.38 1.64 0.43
F -3.62 5.68 -4.87 -0.27
C -3.10 4.80 -4.04 0.55
C -3.79 3.63 -3.75 0.28
F -4.96 3.39 -4.31 -0.29
C -3.22 2.71 -2.89 0.31
F -3.90 1.58 -2.68 -0.37
C -1.99 2.91 -2.28 -0.09
P -1.28 1.74 -1.06 0.63
C -1.12 0.23 -2.05 0.51
C -1.21 0.20 -3.44 -1.02
C -1.13 -1.01 -4.12 -0.62
C -1.00 -2.22 -3.45 -1.06
C -0.86 -2.21 -2.08 -0.56
C -0.77 -0.98 -1.37 0.20
C -2.74 1.38 -0.01 0.79
C -3.41 0.16 0.07 0.01
C -4.47 0.01 0.95 -0.83
C -4.89 1.06 1.75 -0.60
C -4.24 2.29 1.66 -0.68
C -3.16 2.44 0.80 -0.82
C -1.31 4.10 -2.60 -0.55
Br 0.39 4.50 -1.88 -0.13
C -1.86 5.02 -3.46 0.47
F -1.22 6.15 -3.77 -0.30
H -1.38 1.11 -3.99 0.54
H -1.21 -1.00 -5.20 0.49
H -1.01 -3.15 -3.99 0.45
H -0.72 -3.13 -1.54 0.51
H -0.91 -1.01 -0.29 0.41
H -3.15 -0.66 -0.57 0.46
H -4.99 -0.94 1.00 0.48
H -5.72 0.94 2.43 0.42
H -4.56 3.12 2.27 0.44
H -2.65 3.39 0.75 0.43
F 1.57 -0.68 -2.61 -0.23
B 1.15 -1.01 -1.38 -0.10
F 1.50 -2.25 -0.93 -0.11
```

Its orbital gap is 7.1 eV. As for the charge: +1. The calculation puts the HOMO energy at -10.8 eV. The total energy comes out at -8534.9959 Ha.

---

2.
The following is a quantum chemistry calculation of a molecular structure, C32H24BrMoN5O4, from the OMol25 dataset.

Structure (XYZ):
```
67
Properties=species:S:1:pos:R:3:lowdin_spin:R:1
Mo -0.41 0.39 0.44 1.67
O -0.61 -2.53 1.27 0.00
C -1.12 -2.83 2.52 0.00
C -1.70 -4.05 2.78 0.00
C -2.18 -4.32 4.06 0.00
C -2.07 -3.37 5.07 0.00
C -1.50 -2.14 4.78 0.00
C -1.01 -1.86 3.51 0.00
C -0.41 -0.53 3.19 0.01
O -1.14 0.11 2.12 0.04
N 1.01 -0.61 2.78 -0.02
N 1.30 -0.27 1.49 -0.01
C 2.48 -0.46 1.02 0.07
C 2.89 0.03 -0.28 0.00
Br 1.63 1.22 -1.13 0.03
C 4.10 -0.21 -0.80 0.04
C 4.80 0.20 -2.01 0.00
C 4.19 0.66 -3.18 0.01
C 4.96 1.06 -4.25 0.00
C 6.35 1.03 -4.17 0.01
C 6.97 0.56 -3.03 0.00
C 6.20 0.14 -1.96 0.01
H -0.79 -3.27 0.68 0.00
H -1.78 -4.80 2.00 0.00
H -2.63 -5.28 4.27 0.00
H -2.44 -3.58 6.06 0.00
H -1.42 -1.38 5.55 0.00
H -0.46 0.13 4.06 0.00
H 1.58 -1.33 3.21 0.00
H 3.23 -0.96 1.62 0.00
H 4.71 -0.83 -0.13 0.00
H 3.11 0.65 -3.29 0.00
H 4.48 1.40 -5.16 0.00
H 6.94 1.36 -5.02 0.00
H 8.05 0.51 -2.97 0.00
H 6.68 -0.24 -1.06 0.00
O -6.62 2.59 -1.21 0.04
C -5.96 2.06 -2.12 0.00
O -6.13 1.62 -3.24 0.00
C -4.56 1.70 -1.53 0.03
C -3.96 0.51 -1.94 0.00
C -2.74 0.18 -1.41 0.01
N -2.13 0.99 -0.52 0.00
C -2.66 2.19 -0.20 0.00
C -3.90 2.56 -0.67 0.00
C -1.75 3.02 0.62 0.00
C -2.05 4.29 1.07 0.00
C -1.11 4.99 1.80 0.01
C 0.12 4.41 2.06 0.00
C 0.37 3.14 1.59 0.01
N -0.55 2.46 0.89 0.00
C -1.91 -0.98 -1.79 0.00
C -2.28 -1.93 -2.71 0.00
C -1.38 -2.92 -3.07 0.00
C -0.12 -2.94 -2.48 0.00
C 0.19 -1.97 -1.55 0.01
N -0.68 -1.01 -1.20 0.01
H -4.46 -0.10 -2.68 0.00
H -4.37 3.50 -0.39 0.00
H -3.02 4.73 0.85 0.00
H -1.33 5.99 2.15 0.00
H 0.88 4.93 2.64 0.00
H 1.30 2.63 1.78 0.00
H -3.27 -1.89 -3.16 0.00
H -1.65 -3.66 -3.80 0.00
H 0.61 -3.68 -2.74 0.00
H 1.15 -1.95 -1.06 0.00
```

Its orbital gap (alpha / beta) is 4.8 / 4.3 eV. As for the charge: +2. The calculation puts the HOMO energy (alpha / beta) at -12.4 / -12.2 eV. The total energy comes out at -4450.2313 Ha. Its spin multiplicity is 3. As for the expectation value of S²: 2.0379.

---

3.
The following is a quantum chemistry calculation of a molecular structure, C32H24Cl3MnN7OS2, from the OMol25 dataset.

Structure (XYZ):
```
70
Properties=species:S:1:pos:R:3:lowdin_spin:R:1
Mn -0.60 -0.49 -0.33 0.95
Cl -4.18 2.25 0.53 0.00
C -2.70 3.07 0.14 0.01
C -2.76 4.46 -0.11 0.00
C -1.63 5.17 -0.36 0.01
Cl -1.75 6.87 -0.73 0.00
C -0.36 4.54 -0.28 0.00
C 0.86 5.23 -0.44 0.00
C 2.03 4.57 -0.22 0.00
C 1.98 3.22 0.17 0.00
N 0.88 2.52 0.24 0.00
C -0.30 3.15 0.00 0.00
C -1.51 2.35 0.08 0.00
O -1.47 1.06 0.15 0.02
H -3.72 4.96 -0.10 0.00
H 0.85 6.27 -0.71 0.00
H 2.98 5.07 -0.32 0.00
H 2.90 2.70 0.44 0.00
S -3.44 -7.19 -1.30 0.00
N -4.15 -5.76 -1.48 0.00
C -3.19 -4.87 -1.39 0.00
C -3.36 -3.43 -1.48 0.00
C -4.57 -2.80 -1.80 0.00
C -4.60 -1.43 -1.86 0.00
C -3.45 -0.72 -1.56 0.00
N -2.30 -1.31 -1.24 0.00
C -2.25 -2.64 -1.23 0.00
C -0.92 -3.23 -0.99 -0.01
N 0.06 -2.36 -0.78 -0.01
C 1.29 -2.85 -0.70 -0.01
C 1.60 -4.20 -0.77 0.00
C 0.57 -5.10 -0.90 -0.01
C -0.72 -4.60 -1.01 0.00
C -1.90 -5.44 -1.16 0.00
N -1.91 -6.76 -1.09 0.00
H -5.44 -3.41 -1.99 0.00
H -5.51 -0.90 -2.12 0.00
H -3.44 0.36 -1.58 0.00
H 2.07 -2.11 -0.55 0.00
H 2.63 -4.53 -0.71 0.00
H 0.74 -6.17 -0.92 0.00
Cl -0.98 3.20 5.99 0.00
C -0.71 2.06 4.69 0.00
C 0.58 1.77 4.28 0.00
C 0.78 0.82 3.28 0.00
C -0.28 0.14 2.67 0.01
C -0.05 -0.93 1.67 0.01
C -1.57 0.50 3.08 0.00
C -1.79 1.44 4.07 0.00
H 1.41 2.27 4.75 0.00
H 1.80 0.60 2.97 0.00
H -0.77 -1.74 1.79 0.00
H 0.96 -1.35 1.75 0.00
H -2.42 0.04 2.59 0.00
H -2.80 1.70 4.38 0.00
S 0.76 0.43 -2.38 0.01
C 2.33 0.40 -1.74 0.00
N 2.55 0.38 -0.41 0.00
C 3.87 0.36 0.21 0.00
C 4.86 -0.30 -0.74 0.00
C 4.78 0.41 -2.08 0.00
N 3.40 0.39 -2.55 0.00
H 1.74 0.56 0.16 0.00
H 3.80 -0.20 1.14 0.00
H 4.21 1.37 0.45 0.00
H 4.59 -1.35 -0.88 0.00
H 5.87 -0.25 -0.34 0.00
H 5.41 -0.08 -2.82 0.00
H 5.13 1.44 -1.97 0.00
H 3.20 0.41 -3.53 0.00
```

Its orbital gap (alpha / beta) is 5.6 / 5.7 eV. As for the charge: 0. The calculation puts the HOMO energy (alpha / beta) at -6.5 / -6.6 eV. The total energy comes out at -5020.3613 Ha. Its spin multiplicity is 2. As for the expectation value of S²: 0.7782.

---

4.
The following is a quantum chemistry calculation of a molecular structure, C32H25AsNO3PSW, from the OMol25 dataset.

Structure (XYZ):
```
65
Properties=species:S:1:pos:R:3:lowdin_spin:R:1
W 1.26 1.12 -1.14 1.35
O 4.53 1.19 -1.43 0.03
C 3.81 0.58 -0.71 0.01
O 2.69 -0.14 -1.25 0.01
C 3.74 0.60 0.80 0.01
P 1.96 0.42 1.28 0.01
C 1.80 -1.30 1.78 0.01
C 2.23 -1.65 3.06 0.00
C 2.19 -2.97 3.46 0.00
C 1.71 -3.95 2.59 0.00
C 1.27 -3.60 1.32 0.00
C 1.32 -2.28 0.91 0.00
C 1.60 1.46 2.69 0.00
C 2.53 2.31 3.29 0.00
C 2.16 3.05 4.40 0.00
C 0.88 2.96 4.91 0.00
C -0.05 2.10 4.32 0.00
C 0.31 1.36 3.21 0.00
H 4.18 1.54 1.13 0.00
H 4.32 -0.22 1.22 0.00
H 2.59 -0.89 3.75 0.00
H 2.52 -3.25 4.45 0.00
H 1.68 -4.98 2.91 0.00
H 0.91 -4.36 0.64 0.00
H 0.99 -2.01 -0.09 0.00
H 3.54 2.39 2.91 0.00
H 2.88 3.71 4.86 0.00
H 0.60 3.54 5.78 0.00
H -1.05 2.01 4.74 0.00
H -0.40 0.66 2.77 0.00
C -3.03 0.14 -6.36 0.00
C -3.35 0.89 -5.25 0.00
C -2.62 0.75 -4.07 0.00
C -1.57 -0.15 -4.04 0.00
C -1.23 -0.91 -5.16 0.00
C -1.97 -0.77 -6.32 0.00
As -0.53 -0.44 -2.45 0.02
C -1.10 0.93 -1.17 0.02
C -1.07 2.33 -1.31 0.01
C -1.60 3.13 -0.29 0.02
C -2.19 2.53 0.81 0.03
C -2.28 1.15 0.92 0.01
C -1.74 0.32 -0.05 0.04
C -1.82 -1.14 -0.09 0.00
C -2.35 -1.96 0.90 0.01
C -2.40 -3.33 0.71 0.00
C -1.92 -3.90 -0.46 0.01
C -1.36 -3.11 -1.45 0.00
C -1.33 -1.74 -1.27 0.02
H -3.60 0.25 -7.27 0.00
H -4.17 1.59 -5.28 0.00
H -2.90 1.33 -3.20 0.00
H -0.39 -1.60 -5.14 0.00
H -1.72 -1.35 -7.19 0.00
H -0.75 2.78 -2.25 0.00
H -1.58 4.21 -0.38 0.00
H -2.62 3.16 1.58 0.00
H -2.81 0.72 1.77 0.00
H -2.74 -1.53 1.82 0.00
H -2.82 -3.96 1.48 0.00
H -1.97 -4.97 -0.60 0.00
H -0.98 -3.56 -2.36 0.00
O 1.69 2.36 -2.78 0.12
S 2.22 3.52 -1.87 0.31
N 1.91 2.91 -0.49 -0.06
```

Its orbital gap (alpha / beta) is 6.3 / 6.2 eV. As for the charge: +2. The calculation puts the HOMO energy (alpha / beta) at -14.3 / -14.6 eV. The total energy comes out at -4556.7008 Ha. Its spin multiplicity is 3. As for the expectation value of S²: 2.0506.

---

5.
The following is a quantum chemistry calculation of a molecular structure, C32H25Cl5N8O7Ti, from the OMol25 dataset.

Structure (XYZ):
```
78
Properties=species:S:1:pos:R:3:mulliken_charge:R:1
Ti -0.39 -0.26 -0.06 -0.56
C -4.86 -0.70 -3.26 -0.66
C -3.60 -1.26 -3.37 -0.80
C -2.53 -0.72 -2.66 -0.27
C -2.72 0.38 -1.83 -0.87
C -3.99 0.95 -1.73 -0.05
C -5.05 0.42 -2.45 -1.05
N -1.66 0.84 -1.00 1.86
C -1.50 2.23 -0.82 -0.26
C -1.83 3.19 -1.76 -0.57
C -1.62 4.53 -1.47 -0.72
C -1.08 4.94 -0.25 -0.78
C -0.73 3.99 0.70 -0.86
C -0.95 2.65 0.40 0.79
N -0.60 1.57 1.22 1.85
N -0.27 1.75 2.39 -1.70
C 0.00 0.52 3.06 -0.26
C 0.43 0.56 4.36 -0.48
C 0.65 -0.66 5.00 -0.53
C 0.42 -1.83 4.31 -0.88
C 0.00 -1.76 2.99 -0.50
N -0.22 -0.61 2.37 0.96
H -5.69 -1.11 -3.83 0.47
H -3.43 -2.11 -4.01 0.55
H -1.54 -1.13 -2.78 0.77
H -4.14 1.84 -1.13 0.66
H -6.02 0.89 -2.41 0.48
H -2.23 2.90 -2.72 0.57
H -1.86 5.27 -2.21 0.46
H -0.91 5.99 -0.05 0.44
H -0.29 4.27 1.64 0.52
H 0.59 1.51 4.85 0.60
H 1.01 -0.68 6.03 0.44
H 0.59 -2.80 4.77 0.50
H -0.15 -2.66 2.40 0.47
Cl 3.75 -5.46 -2.74 -0.10
C 2.60 -4.54 -1.87 0.17
C 3.01 -3.72 -0.81 0.20
Cl 4.66 -3.65 -0.37 -0.11
C 2.07 -2.94 -0.13 1.15
Cl 2.59 -1.97 1.20 -0.09
C 0.73 -2.94 -0.51 -1.96
O -0.18 -2.14 0.07 0.40
C 0.33 -3.81 -1.53 0.72
Cl -1.35 -3.86 -1.93 -0.18
C 1.25 -4.60 -2.21 0.18
Cl 0.73 -5.61 -3.49 -0.17
N -6.01 -0.27 1.68 -0.20
C -4.92 -1.17 1.16 -0.85
C -3.56 -0.49 1.26 -0.73
N -2.52 -1.27 0.60 -0.58
H -6.93 -0.72 1.61 0.39
H -6.05 0.60 1.15 0.34
H -5.87 -0.03 2.67 0.37
H -5.16 -1.38 0.12 0.40
H -4.97 -2.10 1.73 0.39
H -3.27 -0.33 2.31 0.61
H -3.61 0.48 0.77 0.14
H -2.83 -1.57 -0.33 0.14
H -2.25 -2.10 1.11 0.40
O 0.56 -0.62 -1.91 -0.22
C 1.56 0.00 -1.44 0.94
O 1.33 0.67 -0.36 -0.68
C 2.90 -0.15 -2.00 0.33
C 3.10 -1.09 -3.01 -0.10
C 4.38 -1.34 -3.43 -0.63
C 5.48 -0.68 -2.90 -0.55
C 5.24 0.25 -1.90 -0.51
C 3.97 0.53 -1.43 -0.30
N 6.39 0.95 -1.29 1.09
O 6.14 1.72 -0.38 -0.61
O 7.49 0.67 -1.70 -0.59
N 4.60 -2.39 -4.45 1.17
O 3.61 -2.94 -4.87 -0.59
O 5.74 -2.57 -4.82 -0.62
H 2.27 -1.64 -3.44 0.86
H 6.48 -0.89 -3.23 0.66
H 3.84 1.24 -0.63 0.76
```

Its orbital gap is 6.2 eV. As for the charge: +2. The calculation puts the HOMO energy at -13.2 eV. The total energy comes out at -5349.0425 Ha.

---

6.
The following is a quantum chemistry calculation of a molecular structure, C32H25CrFN2O5P, from the OMol25 dataset.

Structure (XYZ):
```
67
Properties=species:S:1:pos:R:3:lowdin_spin:R:1
Cr 0.53 -0.91 -1.55 3.75
C 8.09 1.21 -1.40 0.00
C 7.62 0.50 -0.30 0.00
C 6.31 0.04 -0.27 0.00
C 5.45 0.27 -1.34 0.01
C 5.94 0.98 -2.44 0.00
C 7.24 1.46 -2.46 0.00
P 3.69 -0.32 -1.43 0.03
C 3.61 -1.32 0.11 0.01
C 3.96 -2.67 0.05 0.00
C 3.93 -3.46 1.18 0.00
C 3.52 -2.92 2.39 0.00
C 3.15 -1.59 2.46 0.00
C 3.20 -0.79 1.33 0.00
C 2.74 1.17 -0.98 0.01
C 3.33 2.35 -0.53 0.00
C 2.54 3.45 -0.21 0.01
C 1.16 3.34 -0.34 0.00
C 0.59 2.15 -0.78 0.01
C 1.34 1.02 -1.12 -0.01
H 9.11 1.58 -1.42 0.00
H 8.28 0.30 0.54 0.00
H 5.96 -0.51 0.59 0.00
H 5.28 1.16 -3.28 0.00
H 7.59 2.01 -3.33 0.00
H 4.23 -3.10 -0.91 0.00
H 4.19 -4.51 1.11 0.00
H 3.48 -3.54 3.28 0.00
H 2.78 -1.17 3.39 0.00
H 2.87 0.24 1.38 0.00
H 4.40 2.42 -0.41 0.00
H 2.99 4.37 0.14 0.00
H 0.53 4.19 -0.10 0.00
H -0.49 2.11 -0.86 0.00
C -4.89 0.46 3.57 0.00
C -5.49 -0.15 2.31 0.00
C -6.70 0.65 1.86 0.00
C -7.30 0.06 0.60 0.00
C -6.26 -0.03 -0.48 0.00
C -6.60 0.04 -1.81 0.00
C -5.61 -0.05 -2.79 0.00
F -6.00 0.01 -4.08 0.00
C -4.29 -0.20 -2.47 0.00
C -3.93 -0.26 -1.12 0.00
C -2.49 -0.44 -0.80 0.01
O -1.66 -0.39 -1.72 0.04
C -2.19 -0.62 0.59 0.00
C -3.21 -0.49 1.49 0.00
N -4.51 -0.23 1.21 0.00
C -4.90 -0.17 -0.12 0.00
C -0.83 -0.98 1.21 0.01
O -0.75 -0.89 2.43 0.01
O 0.11 -1.29 0.42 0.03
H -5.69 0.67 4.27 0.00
H -4.38 1.39 3.33 0.00
H -4.18 -0.19 4.07 0.00
H -5.83 -1.18 2.53 0.00
H -6.38 1.69 1.68 0.00
H -7.42 0.67 2.67 0.00
H -8.15 0.65 0.25 0.00
H -7.69 -0.94 0.83 0.00
H -7.63 0.15 -2.12 0.00
H -3.52 -0.27 -3.23 0.00
H -2.93 -0.59 2.53 0.00
O 0.53 -2.92 -2.44 0.02
N 0.76 -2.46 -3.59 0.04
O 0.87 -1.20 -3.59 0.00
```

Its orbital gap (alpha / beta) is 6.1 / 7.1 eV. As for the charge: -1. The calculation puts the HOMO energy (alpha / beta) at -4.0 / -5.0 eV. The total energy comes out at -3205.9141 Ha. Its spin multiplicity is 5. As for the expectation value of S²: 6.0187.

---

7.
The following is a quantum chemistry calculation of a molecular structure, C32H25FeN5S2Te, from the OMol25 dataset.

Structure (XYZ):
```
66
Properties=species:S:1:pos:R:3:nbo_charge:R:1
Fe -1.09 -0.39 -0.61 0.65
C -1.80 4.49 2.21 -0.23
C -2.22 4.58 0.89 -0.21
C -2.42 3.42 0.15 -0.24
C -2.21 2.16 0.72 0.22
C -1.81 2.09 2.04 -0.26
C -1.60 3.25 2.78 -0.19
N -2.37 1.01 -0.09 -0.59
C -3.59 0.65 -0.47 0.32
C -4.83 1.20 -0.02 -0.28
C -6.00 0.82 -0.61 -0.16
C -6.05 -0.11 -1.69 -0.26
C -4.89 -0.66 -2.15 -0.16
C -3.68 -0.34 -1.51 -0.02
N -2.43 -0.67 -1.93 -0.11
N -2.14 -0.92 -3.15 -0.30
C -0.83 -0.54 -3.35 0.31
C -0.23 -0.70 -4.61 -0.24
C 1.00 -0.14 -4.84 -0.16
C 1.63 0.57 -3.82 -0.29
C 1.01 0.65 -2.59 0.06
N -0.19 0.10 -2.33 -0.50
H -1.63 5.39 2.79 0.21
H -2.38 5.54 0.43 0.21
H -2.73 3.48 -0.89 0.22
H -1.68 1.12 2.51 0.22
H -1.29 3.17 3.81 0.21
H -4.82 1.90 0.80 0.23
H -6.93 1.23 -0.24 0.21
H -7.00 -0.37 -2.12 0.21
H -4.88 -1.37 -2.97 0.23
H -0.78 -1.24 -5.37 0.24
H 1.47 -0.24 -5.81 0.22
H 2.59 1.04 -3.97 0.23
H 1.48 1.16 -1.77 0.21
S -1.89 -1.65 1.30 -0.15
C -0.44 -0.94 1.81 -0.10
N 0.18 -0.13 0.98 -0.60
C 1.33 0.41 1.52 0.20
C 2.15 1.38 0.95 -0.24
C 3.25 1.83 1.65 -0.19
C 3.54 1.35 2.93 -0.23
C 2.70 0.43 3.54 -0.21
C 1.60 -0.03 2.83 -0.24
S 0.35 -1.12 3.36 0.40
H 1.90 1.81 -0.01 0.21
H 3.89 2.58 1.21 0.21
H 4.40 1.72 3.47 0.22
H 2.90 0.07 4.54 0.22
C 2.25 -2.20 -1.49 -0.65
Te 0.21 -2.80 -1.21 0.66
C 0.95 -3.80 0.53 -0.67
C 2.35 -3.30 0.76 0.04
C 3.04 -3.62 1.93 -0.22
C 4.33 -3.16 2.14 -0.21
C 4.93 -2.35 1.19 -0.21
C 4.25 -2.02 0.03 -0.19
C 2.97 -2.51 -0.20 -0.06
H 2.28 -1.14 -1.71 0.23
H 2.68 -2.74 -2.33 0.23
H 0.92 -4.87 0.34 0.24
H 0.28 -3.57 1.37 0.25
H 2.56 -4.24 2.68 0.21
H 4.85 -3.41 3.05 0.21
H 5.93 -1.96 1.35 0.21
H 4.72 -1.39 -0.72 0.21
```

Its orbital gap (alpha / beta) is 6.1 / 6.1 eV. As for the charge: 0. The calculation puts the HOMO energy (alpha / beta) at -7.0 / -7.0 eV. The total energy comes out at -3836.3281 Ha.